ORCA calculation (ωB97M-V/def2-TZVPD) on 2 unconnected molecules or ions with the total composition C3H5ClFNO3 at a distorted geometry.

Summary:
E_tot: -26058.9742 eV
Total charge: 0
SMILES string: [O-]/[N+](O)=C(/F)Cl.CC=O

Each line ends with the natural charge from an NBO analysis.
Atoms and positions in Å:
O  -1.81679  1.67111  -0.82910  -0.545
F  -0.99095  -0.70279  -1.14855  -0.313
H  0.94315  0.66742  -0.35742  0.106
C  2.33630  -0.88774  -0.27043  -0.704
N  -2.06838  0.82007  0.24718  0.307
Cl  -1.88754  -1.68678  1.15994  0.098
C  -1.49821  -0.37425  0.11890  0.405
O  0.85718  -0.26369  1.50498  -0.519
H  1.69745  -1.43649  -0.95022  0.235
O  -2.60651  1.34409  1.23944  -0.466
C  1.24830  -0.04861  0.41129  0.452
H  3.11793  -0.29819  -0.90695  0.219
H  -2.17312  2.61173  -0.60808  0.511
H  2.84120  -1.41587  0.38904  0.214

---

ORCA calculation (ωB97M-V/def2-TZVPD) on a molecular structure, C3H5ClN2 at a distorted geometry.

Summary:
E_tot: -18688.9563 eV
Total charge: 0

Each line ends with the natural charge from an NBO analysis.
Atoms and positions in Å:
C  -0.27320  -0.90131  -0.11324  -0.237
H  -0.41818  -1.20355  1.21949  0.308
C  0.39436  0.21765  -0.60676  -0.061
H  2.06971  1.34798  0.19033  0.370
C  0.60691  1.94195  1.54953  0.250
H  1.68016  2.57512  1.92618  0.202
H  0.76497  0.38797  -1.80350  0.245
H  -0.40940  2.25555  3.11320  0.332
N  0.83680  1.22608  0.29752  -0.664
N  -0.57348  1.60720  2.23983  -0.685
Cl  -0.58229  -1.92622  -1.61084  -0.061

---

ORCA calculation (ωB97M-V/def2-TZVPD) on a single C3H5ClN2S molecule at a distorted geometry.

Summary:
E_tot: -29528.3769 eV
Total charge: 0
SMILES string: NN(C=S)/C=C/Cl

Each line ends with the natural charge from an NBO analysis.
Atoms and positions in Å:
C  -0.60736  -0.55946  0.66096  -0.032
N  1.48994  -1.00215  -0.34123  -0.630
H  1.72894  -1.11799  -1.31074  0.372
H  2.28916  -0.46014  0.04354  0.363
H  -0.61819  -1.62736  0.86426  0.232
C  -1.37663  0.29997  1.30510  -0.257
S  1.28731  1.37330  -2.24618  -0.132
H  -0.81637  1.30111  -1.09456  0.206
N  0.34473  -0.19191  -0.30763  -0.261
Cl  -2.58559  -0.21737  2.42019  0.014
H  -1.31618  1.36869  1.17944  0.220
C  0.18023  0.83332  -1.17314  -0.095

---

ORCA calculation (ωB97M-V/def2-TZVPD) on a single C3H5ClNOP molecule at a distorted geometry.

Summary:
E_tot: -28538.3878 eV
Total charge: 0
SMILES string: N#C[C@H](CCl)OP

Each line ends with the natural charge from an NBO analysis.
Atoms and positions in Å:
H  -1.46578  1.15118  -1.01370  0.260
C  -0.78702  0.31869  -0.83737  -0.377
H  1.46184  0.69673  -1.02125  0.293
H  -0.29713  -2.06664  1.21946  -0.083
Cl  -0.80402  -0.31986  -2.56844  -0.085
P  0.17850  -0.98410  1.90974  0.629
N  0.36193  2.75280  1.22531  -0.241
C  0.54499  0.70797  -0.34554  -0.030
H  -1.07146  -0.56713  -0.30407  0.258
C  0.47590  1.80636  0.54459  0.228
H  1.25236  -1.68322  2.65834  -0.021
O  1.12421  -0.52489  0.65181  -0.831

---

So what do the calculations give for frontier orbital gap? Going down the list: 9.65, 8.85, 8.96, 9.57 eV.
So what do the calculations give for energy above the lowest of the compared OMol25 structures with the same formula, charge and spin? Going down the list: 1.964, 5.156, 0.850, 2.778 eV.